{
  "formula": "C78H178N10O13",
  "method": "wB97M-V/def2-TZVPD",
  "symbols": ["C", "C", "C", "C", "C", "C", "N", "O", "C", "C", "C", "H", "H", "H", "H", "H", "H", "H", "H", "H", "H", "H", "H", "H", "H", "H", "H", "H", "H", "H", "C", "C", "C", "C", "C", "C", "N", "O", "C", "C", "C", "H", "H", "H", "H", "H", "H", "H", "H", "H", "H", "H", "H", "H", "H", "H", "H", "H", "H", "H", "C", "C", "C", "C", "C", "C", "N", "O", "C", "C", "C", "H", "H", "H", "H", "H", "H", "H", "H", "H", "H", "H", "H", "H", "H", "H", "H", "H", "H", "H", "C", "C", "C", "C", "C", "C", "N", "O", "C", "C", "C", "H", "H", "H", "H", "H", "H", "H", "H", "H", "H", "H", "H", "H", "H", "H", "H", "H", "H", "H", "C", "C", "C", "C", "C", "C", "N", "O", "C", "C", "C", "H", "H", "H", "H", "H", "H", "H", "H", "H", "H", "H", "H", "H", "H", "H", "H", "H", "H", "H", "C", "C", "C", "C", "C", "C", "N", "O", "C", "C", "C", "H", "H", "H", "H", "H", "H", "H", "H", "H", "H", "H", "H", "H", "H", "H", "H", "H", "H", "H", "C", "C", "C", "C", "C", "C", "N", "O", "C", "C", "C", "H", "H", "H", "H", "H", "H", "H", "H", "H", "H", "H", "H", "H", "H", "H", "H", "H", "H", "H", "C", "O", "H", "H", "H", "H", "C", "O", "H", "H", "H", "H", "C", "O", "H", "H", "H", "H", "C", "C", "C", "O", "C", "N", "H", "H", "H", "H", "H", "H", "H", "H", "H", "H", "H", "C", "C", "C", "O", "C", "N", "H", "H", "H", "H", "H", "H", "H", "H", "H", "H", "H", "C", "C", "C", "O", "C", "N", "H", "H", "H", "H", "H", "H", "H", "H", "H", "H", "H"],
  "xyz": [[-38.1598, 6.2313, -6.6775], [-36.6343, 6.3089, -6.2132], [-35.9539, 7.5285, -6.6354], [-36.5064, 8.7970, -5.9435], [-36.1175, 8.7273, -4.4468], [-36.4628, 7.3394, -3.8210], [-36.3993, 6.2059, -4.7567], [-36.9526, 5.0944, -4.1537], [-35.4286, 7.0891, -2.6833], [-37.9337, 7.3967, -3.2882], [-35.9047, 5.1747, -6.8180], [-38.3189, 6.3303, -7.7513], [-38.8460, 6.9196, -6.1840], [-38.6534, 5.2738, -6.5112], [-34.8963, 7.3846, -6.4141], [-36.0637, 7.5715, -7.7190], [-37.5857, 8.9138, -6.0410], [-35.9662, 9.6334, -6.3871], [-36.6599, 9.5600, -3.9989], [-35.0666, 8.9782, -4.3026], [-35.7037, 6.1596, -2.1849], [-34.3809, 6.8411, -2.8535], [-35.5324, 8.0162, -2.1195], [-38.6644, 7.9595, -3.8691], [-38.3905, 6.4508, -2.9970], [-37.9466, 8.0835, -2.4419], [-35.4238, 5.2710, -7.7914], [-36.3744, 4.1953, -6.7273], [-35.0245, 4.9511, -6.2153], [-36.3028, 4.3877, -4.1526], [-27.3833, -6.3841, -5.4439], [-28.9171, -6.1336, -5.6106], [-29.5187, -7.4937, -6.1137], [-31.0207, -7.6334, -5.9559], [-31.3499, -7.4033, -4.4338], [-30.8868, -5.9922, -3.9676], [-29.4090, -5.8692, -4.2364], [-28.8707, -4.7582, -3.7548], [-31.8103, -4.8496, -4.5799], [-30.9804, -5.9438, -2.3468], [-29.0921, -4.9289, -6.6169], [-26.7813, -6.8036, -6.2499], [-27.2455, -7.0544, -4.5955], [-26.9698, -5.4254, -5.1310], [-29.2961, -7.6140, -7.1740], [-28.9518, -8.3125, -5.6706], [-31.2015, -8.6664, -6.2531], [-31.6275, -7.0417, -6.6413], [-30.8979, -8.2138, -3.8621], [-32.4092, -7.5743, -4.2421], [-31.8966, -4.8923, -5.6657], [-32.7437, -4.8420, -4.0171], [-31.2216, -3.9488, -4.4063], [-30.3544, -6.7150, -1.8979], [-30.7437, -4.9376, -2.0010], [-32.0255, -6.2445, -2.2739], [-30.0905, -5.0687, -7.0312], [-28.3543, -4.8878, -7.4181], [-28.9337, -3.9683, -6.1268], [-28.6217, -5.0243, -2.8667], [-20.4042, -0.6279, -11.9968], [-20.7983, -1.3324, -10.6296], [-19.9712, -0.6257, -9.5844], [-20.5766, -0.7947, -8.1218], [-22.0419, -0.5105, -8.0196], [-22.8576, -1.4045, -9.0536], [-22.2043, -1.1557, -10.3942], [-22.9358, -1.7742, -11.3435], [-22.9206, -2.9137, -8.7035], [-24.2282, -0.7574, -9.0634], [-20.3857, -2.8810, -10.5651], [-20.7684, -1.1520, -12.8804], [-19.3194, -0.6033, -12.1012], [-20.8498, 0.3647, -12.0609], [-19.0077, -1.1299, -9.5093], [-19.7289, 0.3917, -9.8913], [-20.0332, -0.1194, -7.4608], [-20.4203, -1.8553, -7.9250], [-22.2509, 0.5479, -8.1752], [-22.2426, -0.7470, -6.9746], [-22.1048, -3.3304, -8.1128], [-23.7918, -3.0331, -8.0594], [-23.1028, -3.5139, -9.5949], [-24.1353, 0.1524, -9.6566], [-24.8075, -1.4208, -9.7056], [-24.7063, -0.5771, -8.1006], [-20.8479, -3.4244, -11.3891], [-20.6214, -3.3210, -9.5961], [-19.3273, -3.0783, -10.7355], [-23.4385, -1.0903, -11.7920], [-25.2157, 1.2706, -2.1912], [-26.5191, 1.1674, -1.3520], [-26.3094, 0.0195, -0.3696], [-27.4715, -0.2901, 0.6764], [-27.6436, 1.0287, 1.5520], [-27.7784, 2.2950, 0.6169], [-26.7885, 2.3017, -0.5109], [-26.5690, 3.5513, -1.0622], [-29.1166, 2.4068, 0.0640], [-27.3501, 3.3979, 1.5792], [-27.6995, 0.7852, -2.3849], [-25.1629, 2.0786, -2.9210], [-25.0001, 0.3636, -2.7559], [-24.3565, 1.4159, -1.5364], [-25.8441, -0.8155, -0.8934], [-25.3969, 0.1865, 0.2026], [-27.2935, -1.2049, 1.2417], [-28.4158, -0.4090, 0.1451], [-26.8552, 1.1227, 2.2988], [-28.6464, 0.8960, 1.9581], [-29.1439, 3.2092, -0.6732], [-29.5484, 1.5454, -0.4456], [-29.8482, 2.8101, 0.7642], [-26.3453, 3.2755, 1.9835], [-27.4860, 4.3763, 1.1186], [-28.0564, 3.5522, 2.3949], [-27.3767, -0.1130, -2.9113], [-27.7550, 1.6202, -3.0833], [-28.6667, 0.4191, -2.0404], [-25.7500, 3.8491, -0.6595], [-33.3726, 3.3459, -12.9524], [-33.9187, 2.0483, -13.7169], [-34.2568, 1.0094, -12.5991], [-35.2470, -0.0990, -13.0003], [-36.5447, 0.4992, -13.5570], [-36.2684, 1.4493, -14.7109], [-35.1863, 2.4257, -14.3454], [-35.0795, 3.4290, -15.2987], [-35.9813, 0.7007, -15.9807], [-37.6182, 2.2451, -14.8881], [-32.8852, 1.4788, -14.6223], [-33.3153, 4.2589, -13.5451], [-32.3337, 3.2705, -12.6315], [-34.0339, 3.6508, -12.1414], [-33.3605, 0.5298, -12.2058], [-34.7296, 1.6193, -11.8294], [-35.3052, -0.7735, -12.1460], [-34.8051, -0.7597, -13.7461], [-37.0372, 0.9119, -12.6766], [-37.2180, -0.3416, -13.7243], [-36.5623, -0.2215, -15.9727], [-36.1689, 1.2658, -16.8937], [-34.9600, 0.3219, -15.9418], [-37.8912, 2.7433, -13.9578], [-37.7162, 3.0197, -15.6487], [-38.3448, 1.4667, -15.1208], [-31.8817, 1.6633, -14.2389], [-33.0531, 1.9690, -15.5812], [-33.0238, 0.4604, -14.9852], [-35.6019, 4.1654, -14.9725], [-38.4166, -2.8605, -8.7562], [-39.1822, -3.9506, -7.9023], [-40.1684, -4.7423, -8.7690], [-39.5320, -5.7649, -9.7310], [-38.6446, -6.6850, -8.7879], [-37.6789, -5.9258, -7.8657], [-38.2815, -4.8143, -7.1942], [-37.5736, -4.2457, -6.1470], [-37.1861, -6.9696, -6.8504], [-36.4001, -5.5500, -8.7268], [-39.9931, -3.2314, -6.7946], [-37.4819, -2.6000, -8.2596], [-38.9452, -1.9184, -8.9015], [-38.1650, -3.1382, -9.7798], [-40.9272, -5.1528, -8.1028], [-40.6245, -3.9983, -9.4221], [-38.9609, -5.3027, -10.5362], [-40.3094, -6.3625, -10.2069], [-38.1203, -7.3961, -9.4263], [-39.2926, -7.2962, -8.1597], [-37.9119, -7.4648, -6.2053], [-36.7405, -7.7950, -7.4057], [-36.4468, -6.5530, -6.1663], [-35.8967, -6.4328, -9.1208], [-36.4903, -4.9236, -9.6143], [-35.6467, -5.1223, -8.0654], [-39.3926, -2.4501, -6.3286], [-40.4419, -3.7627, -5.9553], [-40.7682, -2.5823, -7.2019], [-37.9118, -4.7152, -5.3809], [-26.2325, -5.2028, -14.2304], [-27.5075, -4.6417, -14.9910], [-28.1735, -5.5613, -16.1391], [-28.9418, -6.6840, -15.5855], [-30.1574, -6.0533, -14.8584], [-29.7766, -5.1337, -13.6829], [-28.6254, -4.2266, -14.1226], [-28.3316, -3.0751, -13.3482], [-31.0728, -4.2982, -13.3521], [-29.2895, -5.9760, -12.3287], [-26.9367, -3.4509, -15.8165], [-26.5777, -6.1836, -13.9033], [-25.8899, -4.6862, -13.3338], [-25.3501, -5.3183, -14.8597], [-28.7843, -4.9956, -16.8427], [-27.4153, -6.1116, -16.6962], [-28.4718, -7.3754, -14.8861], [-28.9805, -7.5266, -16.2759], [-30.7442, -6.8881, -14.4751], [-30.7207, -5.5031, -15.6122], [-30.9607, -3.4589, -12.6657], [-31.5757, -3.8899, -14.2288], [-31.8994, -4.9802, -13.1527], [-28.5220, -6.7277, -12.5131], [-29.0777, -5.5100, -11.3663], [-30.0775, -6.6951, -12.1051], [-26.5854, -2.6897, -15.1199], [-27.7298, -3.0123, -16.4222], [-26.0680, -3.7611, -16.3971], [-27.8204, -3.4725, -12.6394], [-33.5547, 1.1279, -2.3769], [-34.4890, 1.1820, -3.3677], [-32.6514, 0.6643, -2.7733], [-33.3370, 2.0718, -1.8772], [-34.0636, 0.5027, -1.6433], [-33.9517, 1.2302, -4.1618], [-30.8800, 7.5346, -8.8403], [-31.6271, 6.3326, -9.0637], [-31.4794, 8.3677, -9.2072], [-30.6754, 7.7697, -7.7958], [-30.0363, 7.5431, -9.5303], [-32.0850, 6.4164, -9.9034], [-30.0938, 5.4640, -4.7690], [-29.5065, 4.6606, -5.7569], [-29.4486, 6.3320, -4.6333], [-31.1480, 5.6058, -5.0072], [-30.1603, 4.7074, -3.9873], [-29.6861, 5.0100, -6.6328], [-24.5044, 5.1354, -7.6827], [-24.9568, 6.1317, -8.7124], [-23.8421, 6.7326, -9.6899], [-24.2773, 7.4615, -10.8406], [-24.8877, 8.7166, -10.5728], [-25.8955, 5.4958, -9.6521], [-25.2935, 4.4403, -7.3959], [-24.0667, 5.6163, -6.8079], [-23.8505, 4.3684, -8.0977], [-25.4291, 6.8814, -8.0777], [-23.2631, 5.9797, -10.2248], [-23.1032, 7.3021, -9.1262], [-25.0606, 9.2281, -11.5196], [-24.1409, 9.4082, -10.1829], [-25.7868, 8.7491, -9.9575], [-26.1442, 6.0756, -10.4409], [-26.6222, 4.8648, -9.3458], [-25.2501, 3.4669, -14.1850], [-25.8291, 2.0036, -14.3550], [-26.8309, 1.8757, -15.5522], [-26.1724, 2.2847, -16.8041], [-26.8762, 2.0132, -18.0251], [-24.7733, 1.0666, -14.4873], [-26.0266, 4.1971, -13.9565], [-24.5550, 3.7902, -14.9598], [-24.6133, 3.5463, -13.3039], [-26.1920, 1.6979, -13.3737], [-27.6648, 2.5771, -15.5261], [-27.1813, 0.8450, -15.6078], [-27.1998, 0.9743, -17.9600], [-26.1011, 2.2245, -18.7617], [-27.7905, 2.5720, -18.2248], [-24.0244, 1.5194, -13.9831], [-24.6739, 1.2178, -15.4810], [-32.8163, -0.2817, -7.8658], [-31.6381, 0.4288, -7.1571], [-30.2796, 0.3679, -7.8988], [-30.3311, 1.1593, -9.0690], [-29.1575, 1.1901, -9.7960], [-31.8715, 1.7710, -6.7309], [-32.4106, -0.9174, -8.6528], [-33.4432, 0.4632, -8.3561], [-33.3220, -0.9195, -7.1408], [-31.5299, -0.1143, -6.2182], [-30.1975, -0.6811, -8.1834], [-29.4830, 0.6910, -7.2287], [-29.2667, 1.4579, -10.8469], [-28.8870, 0.1494, -9.9746], [-28.3103, 1.7154, -9.3550], [-31.0167, 2.1628, -6.3621], [-31.9917, 2.4306, -7.4863]],
  "atomic_forces_ev_per_a": [[-0.043, -0.091, 0.375], [-2.482, -1.169, 0.956], [-0.356, 1.920, -0.579], [1.592, -0.749, 0.259], [-0.563, -0.304, -1.130], [-0.608, -0.067, -0.346], [1.546, 0.955, -0.918], [-1.115, -0.734, 0.162], [-1.335, -0.372, 0.096], [0.234, 1.188, 1.122], [1.762, -2.584, 0.106], [0.556, 0.459, -0.189], [0.353, 0.414, 0.064], [0.597, -0.383, 0.507], [0.172, 0.331, 0.039], [0.086, 0.292, -0.123], [0.085, -0.050, -0.258], [-0.424, 0.340, -0.025], [-0.151, -0.318, 0.691], [0.161, -0.302, -0.209], [-0.623, 0.412, 0.761], [0.057, 0.766, -1.177], [0.336, -0.458, 0.866], [0.301, -0.340, -1.083], [0.388, 0.054, -0.061], [0.237, -0.305, 0.722], [-0.792, 0.384, -0.402], [-0.683, 0.138, -0.480], [0.343, 0.461, 0.352], [0.415, 0.062, -0.095], [-0.322, 0.507, 1.037], [1.552, -0.580, -0.713], [0.229, 1.519, -0.704], [0.281, -0.721, 1.520], [0.028, 0.164, -1.189], [0.427, -0.112, 0.984], [-2.343, -3.966, -2.503], [0.892, 2.949, 1.380], [1.982, -0.714, 0.821], [-0.683, -0.302, -2.824], [-0.340, -0.955, 0.667], [-0.567, 0.215, -0.481], [-0.043, -0.117, 0.101], [0.385, -0.037, -0.165], [0.238, 0.359, -0.236], [-0.344, -0.017, 0.548], [-0.506, -0.158, 0.247], [0.220, 0.413, 0.157], [0.572, 0.190, 0.087], [-0.266, 0.535, -0.066], [-0.442, -0.407, 0.142], [-0.094, 0.190, -0.413], [-0.372, 0.375, 0.259], [0.099, 0.126, -0.097], [-0.338, -0.167, 0.228], [-0.084, 0.400, 1.029], [-0.027, 0.701, -0.242], [-0.011, -0.670, -0.106], [-0.537, -0.056, 0.311], [0.402, 0.375, 0.196], [-0.594, -1.282, 0.293], [1.480, -1.193, -0.826], [-0.176, -0.068, 1.974], [1.039, 0.599, -2.149], [0.159, -1.211, -0.548], [2.170, 1.119, 1.171], [-0.260, 2.111, 2.466], [-1.191, -1.542, -1.891], [-0.823, 0.551, 0.576], [-0.201, -0.722, -1.850], [-0.041, 0.764, -0.963], [-0.144, -0.304, 0.104], [0.015, 0.219, 0.190], [0.230, 0.124, 0.363], [0.146, 0.043, -0.312], [-0.460, 0.274, 0.335], [0.248, -0.447, 0.259], [0.240, 0.122, 0.660], [-0.148, -0.025, -0.196], [-0.894, -0.095, -0.017], [0.273, 0.247, -0.294], [-0.191, -0.157, 0.044], [0.147, 0.073, -0.001], [-0.084, 0.356, 0.378], [-0.797, 0.046, 0.300], [0.259, -0.214, -0.041], [-0.513, -0.115, 0.268], [-0.163, 0.069, -0.258], [0.258, 0.551, 0.085], [-0.047, 0.127, -0.172], [0.118, 0.503, 0.345], [-1.433, -1.237, -0.613], [0.382, -1.254, 1.157], [1.065, 1.890, -1.170], [-0.504, -1.751, -2.361], [2.965, -1.153, 1.011], [1.125, -0.706, 1.641], [-0.569, 0.541, -0.747], [-2.644, 1.611, -0.776], [-1.182, 1.597, -0.322], [1.441, -0.232, 0.200], [-0.482, 0.166, 0.109], [-0.397, -0.204, 0.158], [0.008, 0.055, 0.246], [-1.174, -0.738, -0.540], [-0.047, 0.977, 0.590], [0.157, 0.207, 0.119], [-0.007, -0.236, -0.121], [-0.169, 0.057, -0.078], [0.213, 0.344, 0.806], [0.325, 0.034, -0.382], [0.308, -0.194, 0.339], [-0.130, -0.477, 0.522], [-0.077, -0.059, -0.238], [0.639, 0.149, -0.408], [-0.045, -0.815, 0.367], [0.456, 0.134, -0.423], [-0.468, -0.128, -0.087], [-0.031, 0.814, 0.607], [0.133, 0.106, 0.021], [-0.126, -0.072, -0.919], [-0.410, 0.411, 1.970], [-0.773, 0.401, -0.456], [1.041, 0.261, -0.526], [0.872, -1.220, 2.059], [-0.946, 1.972, 0.078], [-1.523, -0.747, 1.575], [0.590, -0.006, -0.981], [0.482, -1.119, -0.129], [0.390, -0.410, 0.314], [0.254, 0.390, -1.962], [-0.281, -0.231, -0.769], [-0.109, -0.618, 0.436], [0.056, -0.495, 0.244], [0.212, 0.361, -0.010], [-0.006, -0.307, 0.423], [-0.786, 0.165, 0.200], [0.265, 0.094, -0.385], [-0.002, 1.054, -0.197], [-0.080, 0.089, -1.092], [-0.403, 0.089, -0.342], [0.157, 0.008, 0.137], [0.150, 0.248, -0.350], [-0.014, -0.242, 0.207], [0.621, -0.258, -0.356], [-0.320, 0.159, 0.075], [0.008, -0.255, -0.245], [0.728, 0.668, -0.144], [0.010, -0.454, 0.942], [-0.035, 0.051, 0.239], [-0.022, 0.012, 0.186], [-0.116, 1.506, 0.524], [0.423, 0.544, -1.056], [0.470, -0.794, 2.307], [-1.168, 0.698, -1.181], [1.865, -0.764, -1.059], [-1.673, -1.770, -0.669], [0.705, 0.216, -0.242], [0.514, -0.207, 0.220], [0.418, -0.300, 0.505], [0.027, 1.904, -0.204], [0.028, -0.072, 0.106], [-0.448, -0.041, 0.376], [0.015, -0.592, 0.057], [0.001, -0.383, -0.231], [-0.483, 0.223, 0.289], [0.181, 0.147, 0.220], [-0.002, -0.062, 0.036], [0.455, 0.045, 0.227], [-0.357, 0.135, 0.012], [-0.665, 0.425, -0.181], [0.285, 0.081, -0.007], [0.237, 0.037, -0.198], [-0.259, -0.433, 0.124], [-0.634, 0.336, 0.289], [-0.067, 0.399, 0.045], [0.526, -0.231, 0.149], [0.185, -0.769, -0.418], [-0.390, -0.389, -0.504], [-0.025, 0.107, 0.274], [-1.622, -1.303, -0.297], [0.348, 0.826, -1.597], [2.615, -0.645, 1.310], [-1.141, -0.756, 1.692], [0.596, -1.655, -0.392], [1.673, 1.121, 1.742], [-1.153, -0.142, -1.592], [-0.413, -1.350, 0.009], [0.209, -0.432, -0.874], [-1.419, -0.872, -1.626], [-0.623, 0.347, 1.119], [0.538, -0.367, 0.235], [-0.461, 0.511, -0.095], [-0.246, -0.013, -0.233], [0.126, 0.309, 0.272], [0.757, 0.888, -0.348], [1.070, 0.914, 1.029], [-1.705, 0.504, -1.055], [-0.504, 0.265, 0.171], [-0.216, 0.152, 0.262], [0.091, -0.497, 0.317], [0.938, 0.493, -0.677], [0.300, -0.329, 1.239], [0.689, 0.590, -0.498], [0.022, 0.787, -0.458], [-0.702, 0.251, 0.161], [0.014, 0.155, -0.062], [0.172, 0.051, -0.206], [-0.283, -0.150, -0.203], [0.335, 0.399, 0.677], [0.259, -0.912, 1.883], [-0.843, 0.735, -2.288], [0.308, -0.061, 0.571], [0.159, 0.337, -0.232], [0.781, -0.257, 0.591], [-0.612, 0.236, -0.636], [-0.975, 0.462, -1.614], [0.267, -0.053, 0.883], [-0.182, 0.329, 0.205], [0.217, -0.716, -0.085], [0.657, -0.065, 0.638], [0.044, 0.022, 0.025], [-0.409, -1.509, -0.157], [0.571, -0.726, -1.468], [-0.600, 0.196, 0.694], [-0.008, 0.957, -0.088], [0.400, 0.911, 1.018], [-0.019, 0.098, -0.077], [0.804, -1.260, -0.352], [-0.601, -0.151, -1.923], [0.141, -0.325, 0.336], [-1.282, 0.383, 0.872], [1.121, 0.821, -0.634], [0.442, -0.027, -0.102], [-0.664, 0.676, 0.402], [0.029, -0.199, -0.041], [0.790, 0.362, -0.168], [-0.120, 0.838, -0.456], [-0.240, -0.759, 0.708], [-0.071, 0.434, 0.245], [-0.557, -0.568, -0.306], [0.154, -0.070, 0.855], [-0.009, -0.480, 0.055], [-0.080, -0.144, 0.176], [0.123, 0.442, 0.329], [-0.343, -0.493, 0.471], [-0.983, 2.261, 0.849], [0.497, 1.002, -0.545], [-0.043, -0.240, 1.077], [0.659, -0.573, 1.256], [0.505, -0.517, -1.345], [-0.126, 0.129, -0.554], [-0.576, -0.060, -0.585], [-0.016, -0.562, 0.412], [-1.564, 0.624, -0.129], [-0.286, -0.226, 0.851], [-0.048, -0.137, -0.177], [0.224, -0.318, -0.627], [-0.469, -0.335, -0.357], [0.082, 0.629, 0.351], [0.730, -0.442, -0.331], [1.773, -0.774, -0.537], [0.997, 0.659, -0.193], [0.930, -0.406, -0.099], [-1.283, -0.772, -0.292], [-1.058, 0.964, 0.456], [0.804, -1.712, -0.999], [-0.823, 1.708, 0.455], [-0.080, -0.118, -0.024], [-0.341, -0.215, 0.196], [-0.412, 0.291, -0.247], [0.561, -0.306, -0.005], [0.790, -0.277, -0.089], [0.222, -0.046, 0.025], [-0.672, 0.973, 0.228], [0.746, -0.423, 0.383], [-0.111, 0.200, 0.276], [0.293, -0.225, 0.707], [-0.582, -0.273, -0.675]],
  "mulliken_charge": [-1.73, 2.14, -1.40, -0.72, -1.29, 1.49, 0.35, -0.50, -1.81, -1.72, -2.38, 0.41, 0.31, 0.41, 0.45, 0.54, 0.38, 0.36, 0.38, 0.46, 0.42, 0.31, 0.43, 0.36, 0.30, 0.50, 0.36, 0.36, 0.49, 0.34, -2.00, 1.60, -1.29, -0.62, -1.23, 1.31, 0.27, -0.42, -1.60, -1.92, -1.70, 0.36, 0.50, 0.40, 0.37, 0.43, 0.39, 0.34, 0.42, 0.46, 0.24, 0.44, 0.40, 0.39, 0.47, 0.48, 0.30, 0.47, 0.35, 0.36, -1.89, 1.35, -1.11, -0.77, -0.97, 1.96, 0.18, -0.41, -1.97, -2.31, -1.59, 0.37, 0.40, 0.46, 0.36, 0.45, 0.38, 0.30, 0.39, 0.38, 0.38, 0.54, 0.34, 0.48, 0.44, 0.41, 0.30, 0.38, 0.45, 0.31, -2.01, 1.65, -1.50, -0.75, -1.15, 1.86, 0.53, -0.51, -2.01, -2.13, -1.73, 0.39, 0.44, 0.45, 0.58, 0.46, 0.42, 0.27, 0.40, 0.39, 0.40, 0.28, 0.44, 0.45, 0.48, 0.44, 0.42, 0.46, 0.27, 0.33, -1.90, 1.81, -1.05, -0.86, -1.26, 1.65, 0.33, -0.51, -1.63, -1.97, -2.00, 0.43, 0.32, 0.41, 0.47, 0.31, 0.47, 0.30, 0.36, 0.48, 0.37, 0.36, 0.31, 0.44, 0.40, 0.43, 0.45, 0.44, 0.32, 0.34, -1.84, 1.64, -1.31, -0.70, -1.32, 1.48, 0.52, -0.44, -2.03, -1.73, -1.97, 0.41, 0.42, 0.29, 0.41, 0.44, 0.32, 0.41, 0.45, 0.46, 0.41, 0.42, 0.48, 0.44, 0.28, 0.43, 0.45, 0.41, 0.44, 0.34, -1.58, 1.27, -0.93, -0.77, -1.19, 1.44, 0.18, -0.32, -1.88, -1.68, -2.02, 0.35, 0.28, 0.43, 0.33, 0.41, 0.29, 0.43, 0.49, 0.38, 0.35, 0.45, 0.41, 0.33, 0.46, 0.43, 0.47, 0.45, 0.41, 0.33, -0.53, -0.50, 0.20, 0.21, 0.28, 0.33, -0.72, -0.40, 0.32, 0.24, 0.31, 0.25, -0.57, -0.40, 0.24, 0.25, 0.21, 0.26, -1.53, 0.71, -0.61, -0.35, -0.78, -0.44, 0.34, 0.37, 0.33, 0.09, 0.28, 0.40, 0.29, 0.34, 0.28, 0.19, 0.11, -1.53, 0.31, -0.74, -0.35, -0.66, -0.57, 0.39, 0.34, 0.46, 0.25, 0.41, 0.43, 0.25, 0.23, 0.27, 0.21, 0.31, -1.38, 0.54, -0.99, -0.10, -0.99, -0.51, 0.32, 0.27, 0.36, 0.27, 0.39, 0.43, 0.27, 0.36, 0.34, 0.17, 0.25],
  "homo_ev": -7.798,
  "homo_lumo_gap_ev": 7.96
}